# 1
Here is a cluster of 6 separate species, H12O6 in total from the Open Molecules 2025 dataset. Energies are from wB97M-V/def2-TZVPD.

Element x y z (Å)
O -0.93971 -2.11324 1.35884
H -0.63042 -2.93146 1.76155
H -0.28338 -1.89826 0.67198
O 0.45893 -0.37011 -0.38373
H -0.40993 0.06314 -0.42485
H 0.93612 0.09679 0.32304
O 3.15552 -1.07350 0.10132
H 3.72082 -0.96131 -0.67045
H 2.27716 -1.24766 -0.26296
O 2.18952 2.16672 1.23773
H 3.11025 1.95694 1.43303
H 2.14417 2.18400 0.27402
O -2.57705 -0.05743 0.08653
H -3.15768 -0.49553 -0.54889
H -2.33841 -0.75893 0.71469
O -2.23533 2.01370 -2.00539
H -3.14959 2.17510 -2.26035
H -2.27098 1.25104 -1.40609

Cartesian forces (eV/Å) of the 2 atoms listed first:
O 0.1608 -0.1622 -0.1899
H -0.1402 0.0848 0.0266

Computed properties:
Energy relative to the best compared isomer or geometry (same formula, charge and spin): 93.8 kJ/mol
SMILES string: O.O.O.O.O.O
Frontier orbital gap: 11.8 eV

# 2
Here is a structure of composition C3H3FN2 in a non-equilibrium geometry from the Open Molecules 2025 dataset. Energies are from wB97M-V/def2-TZVPD.

Element x y z (Å)
C -0.28412 -0.16812 0.66337
C 0.65019 0.57315 -0.17121
C -0.39440 -1.02042 -0.27667
N 1.91730 0.35980 -0.19222
N 2.67012 -0.54292 0.13116
F 4.02201 -0.01357 0.08279
H -0.61430 0.03394 1.68414
H 0.36702 1.24040 -1.11201
H -0.11349 -1.27774 -1.23617

Cartesian forces (eV/Å) of the 2 atoms listed first:
C -0.9930 0.1509 1.6403
C -3.3983 0.7464 -3.8654

Computed properties:
Energy relative to the best compared isomer or geometry (same formula, charge and spin): 679.6 kJ/mol
Frontier orbital gap: 8.5 eV

# 3
Here is a structure of composition C3H8O2 in a non-equilibrium geometry from the Open Molecules 2025 dataset. Energies are from wB97M-V/def2-TZVPD.

Element x y z (Å)
C 1.30995 -0.46580 0.70293
C 0.29188 -0.25266 -0.39209
O -0.18396 -1.49507 -0.85081
C -0.88884 0.52939 0.12575
O -1.87933 0.71374 -0.85050
H 0.85326 -1.01440 1.53350
H 1.68317 0.49609 1.07419
H 2.15322 -1.04554 0.32554
H 0.72906 0.32946 -1.22449
H -0.95259 -1.28566 -1.40491
H -1.28080 0.24454 1.10268
H -0.45285 1.67952 0.33181
H -1.34329 1.63508 -0.48515

Cartesian forces (eV/Å) of the 2 atoms listed first:
C 0.1544 -0.1137 0.0421
C 0.1981 0.1332 0.2958

Computed properties:
Energy relative to the best compared isomer or geometry (same formula, charge and spin): 316.2 kJ/mol
Frontier orbital gap: 10.8 eV

# 4
Here is a cluster of 13 separate species, C3H32NO13S2 in total in a non-equilibrium geometry from the Open Molecules 2025 dataset. Energies are from wB97M-V/def2-TZVPD.

Element x y z (Å)
N 2.09472 0.93284 0.05226
C 0.61908 1.01860 0.17269
C 0.11084 0.00289 -0.81905
O 0.29652 -1.31131 -0.30011
C 0.24571 2.49334 -0.21116
S -0.69739 3.49752 1.08106
S -2.18425 2.47700 1.93544
H 2.53082 1.76405 0.43654
H 2.48937 0.10713 0.47123
H 0.15990 0.91118 1.15694
H -0.91882 0.22702 -1.09052
H 0.76094 0.01357 -1.69806
H -0.35916 2.63962 -1.10454
H 1.23101 2.95167 -0.20458
H -1.58225 1.75161 2.92290
H -0.22121 -3.54723 3.21056
H -0.80955 -2.83899 -0.37206
O -1.11999 -3.41535 2.89397
H -0.08866 -0.52493 3.09098
H 0.36604 0.71920 3.66938
O -0.50739 0.29966 3.40928
H 3.57109 1.14729 -2.79931
H 2.60886 2.19230 -1.97339
O 3.05772 1.95581 -2.79449
H 2.65864 0.77323 3.60399
H 1.71032 -0.10653 2.46168
O 1.99005 0.80342 2.91927
H -2.85299 -2.56982 -0.56214
H -3.86365 -1.54363 -0.34674
O -3.71608 -2.25583 -0.98501
H -1.87667 -0.77165 -2.34746
H -2.92227 -1.84271 -2.83582
O -2.21170 -1.24660 -3.11057
H -0.81410 -0.90702 -4.10558
H 0.75631 -0.53052 -3.95670
O 0.01263 -0.65176 -4.55445
H 2.12009 -2.78779 1.18419
H 2.56916 -3.26370 -0.13545
O 2.87894 -3.26817 0.77961
H -1.45880 -4.36253 -0.32688
H 1.44097 -2.06018 2.73679
O -1.52478 -3.43989 -0.08068
H 0.72065 -1.41556 0.67597
H -1.15303 -2.47195 2.69869
O 1.27200 -1.42856 2.03039
H 3.01783 -0.86983 -1.84484
H 4.04854 -0.19184 -0.85004
O 3.94962 -0.74347 -1.62299
H -1.27625 1.42811 -3.74570
H -2.58846 0.83251 -3.87952
O -2.13613 1.45356 -3.29197

Cartesian forces (eV/Å) of the 2 atoms listed first:
N -0.3584 0.7713 -0.1222
C 0.1301 1.4120 -1.0104

Computed properties:
Charge: -1
Energy relative to the best compared isomer or geometry (same formula, charge and spin): 0.0 kJ/mol
Frontier orbital gap: 8.8 eV

# 5
Here is a cluster of 2 separate species, C5H14N2O2 in total in a non-equilibrium geometry from the Open Molecules 2025 dataset. Energies are from wB97M-V/def2-TZVPD.

Element x y z (Å)
C -1.93464 -1.05269 2.89330
C -1.87883 -0.34656 1.78163
N -0.77880 0.47403 1.35621
C 0.18405 0.83632 2.40219
O -0.17223 -0.09591 0.24967
O -1.36534 1.73826 0.92209
H -1.19343 -1.00744 3.67438
H -2.73845 -1.75446 3.04080
H -2.62328 -0.41951 1.00025
H 0.62959 -0.07812 2.78691
H -0.30733 1.40683 3.18844
H 0.95415 1.43968 1.92440
H -1.14946 1.75208 -0.02710
C 0.52480 0.37363 -3.00655
C 1.05650 -0.83698 -2.24277
N 2.48678 -0.82479 -2.05253
H 0.78372 1.29322 -2.47179
H -0.55993 0.32532 -3.07799
H 0.93636 0.41322 -4.00933
H 0.57863 -0.81845 -1.22653
H 0.77236 -1.76019 -2.74277
H 2.77671 -0.05616 -1.46118
H 3.01809 -1.00133 -2.90172

Cartesian forces (eV/Å) of the 2 atoms listed first:
C 0.2162 0.1550 0.0175
C -0.7352 -0.8431 -0.1446

Computed properties:
Energy relative to the best compared isomer or geometry (same formula, charge and spin): 558.0 kJ/mol
SMILES string: C=C[N@@+](C)([O-])O.CCN
Frontier orbital gap: 9.0 eV

# 6
Here is an isolated molecule of C2H7N in a non-equilibrium geometry from the Open Molecules 2025 dataset. Energies are from wB97M-V/def2-TZVPD.

Element x y z (Å)
C 0.83423 -0.66546 -0.34956
C -0.46792 0.09240 -0.30557
N -0.34862 1.08944 0.62581
H 0.84578 -1.18703 -1.40231
H 1.77431 -0.00429 -0.12603
H 0.76236 -1.41408 0.55301
H -0.76887 0.48514 -1.30604
H -1.13183 -0.74216 0.11834
H -0.40355 0.53951 1.44378
H -1.09590 1.80654 0.74859

Cartesian forces (eV/Å) of the 2 atoms listed first:
C 1.6051 -1.3144 -0.1070
C -1.1979 -2.3842 -2.1015

Computed properties:
Energy relative to the best compared isomer or geometry (same formula, charge and spin): 110.1 kJ/mol
SMILES string: CCN
Frontier orbital gap: 10.2 eV

# 7
Here is a cluster of 2 separate species, C20H20ClNO2 in total in a non-equilibrium geometry from the Open Molecules 2025 dataset. Energies are from wB97M-V/def2-TZVPD.

Element x y z (Å)
Cl -5.38027 -1.49221 0.78211
C -3.95162 -1.13367 -0.09573
C -3.07153 -2.17251 -0.44357
C -1.87988 -1.87193 -1.09486
C -1.51087 -0.52618 -1.39259
C -0.26300 -0.23759 -2.04631
C 0.05300 1.09594 -2.63359
C 1.36724 0.86859 -3.48379
C 1.62124 -0.60100 -3.32517
C 0.66428 -1.19967 -2.51669
C -2.47762 0.48592 -1.10824
C -3.66201 0.19506 -0.44766
H -3.33357 -3.20368 -0.20147
H -1.23684 -2.68348 -1.43992
H -0.77044 1.37806 -3.30605
H 0.17012 1.93606 -1.93144
H 1.20145 1.18367 -4.53059
H 2.18790 1.49387 -3.10118
H 2.44376 -1.09865 -3.84181
H 0.59683 -2.26026 -2.28210
H -2.30151 1.50138 -1.46631
H -4.37337 0.98225 -0.20233
C 3.61050 -3.20693 2.04164
C 2.45864 -2.35034 2.48445
O 2.33120 -1.24362 1.56279
C 1.20525 -0.49662 1.77225
C 1.20388 0.72326 0.97676
C 0.36401 1.80990 1.27826
C -0.78471 1.62362 2.11825
C -1.60799 2.70382 2.42582
N -1.35035 3.93586 1.98296
C -0.28103 4.16669 1.21629
C 0.60964 3.15821 0.83115
O 0.34445 -0.89647 2.57245
H 3.80288 -3.97622 2.78921
H 3.36208 -3.72232 1.10677
H 4.53334 -2.62639 1.90179
H 1.52932 -2.92416 2.47977
H 2.62087 -1.97801 3.49990
H 2.04191 0.81963 0.29234
H -0.96807 0.66253 2.57053
H -2.48620 2.54536 3.05386
H -0.13219 5.20206 0.89095
H 1.49930 3.43011 0.26112

Cartesian forces (eV/Å) of the 2 atoms listed first:
Cl -0.1766 -0.0345 0.0309
C 0.9322 0.3263 -0.3249

Computed properties:
Energy relative to the best compared isomer or geometry (same formula, charge and spin): 166.6 kJ/mol
Frontier orbital gap: 3.8 eV

# 8
Here is a structure of composition C17H31N2SYb in a non-equilibrium geometry from the Open Molecules 2025 dataset. Energies are from wB97M-V/def2-TZVPD.

Element x y z (Å)
C 1.56526 2.65704 -0.43615
H 1.67594 2.78817 0.65065
H 2.17277 3.42818 -0.94292
H 2.06657 1.72959 -0.69827
C 0.08161 2.78811 -0.85440
H -0.31198 1.91469 -1.42078
H -0.58792 2.83640 0.01159
C 0.07232 4.07796 -1.67638
H -0.90957 4.47560 -1.93017
H 0.59747 4.88810 -1.15107
H 0.60662 3.85272 -2.60872
C -0.83503 -2.55429 -1.78026
C -1.25071 -1.46131 -2.61902
C -0.11961 -0.61715 -2.82213
C 0.97794 -1.16496 -2.12749
C 0.54286 -2.33988 -1.46879
C 1.35205 -3.08274 -0.46367
C 2.39111 -0.72236 -2.26312
C -0.04478 0.56207 -3.72204
C -2.63566 -0.94390 -2.66636
C -1.75652 -3.28789 -0.87766
Yb -0.91710 -0.79927 -0.51114
H 2.98573 -0.99311 -1.38663
H 2.87934 -1.17661 -3.14134
H 2.46764 0.36040 -2.38737
H 2.31775 -2.58574 -0.30562
H 0.85816 -3.15606 0.52071
H 1.56005 -4.11081 -0.80001
H -2.68594 -2.72273 -0.68132
H -2.06225 -4.23361 -1.34495
H -1.27569 -3.54523 0.08063
H -2.67875 -0.02851 -3.26806
H -3.28873 -1.69122 -3.13102
H -3.07547 -0.72104 -1.65663
H 0.68931 1.29952 -3.38268
H 0.25722 0.27782 -4.74216
H -1.00382 1.07668 -3.80623
S -2.43218 0.00584 1.74611
C -1.13163 0.11104 2.87856
N -0.66538 1.30664 3.31237
C -0.00413 1.47416 4.60299
C 0.89571 0.28801 4.90287
C 0.18101 -1.03165 4.66455
N -0.56545 -1.00676 3.39847
H -1.17337 2.10574 2.93218
H -0.75708 1.59454 5.39399
H 0.57721 2.39438 4.56074
H 1.23155 0.33730 5.94792
H 1.78592 0.32980 4.26218
H -0.50662 -1.25377 5.49541
H 0.89761 -1.85642 4.61298
H -1.01139 -1.87348 3.09970

Cartesian forces (eV/Å) of the 2 atoms listed first:
C 0.2802 -0.1990 0.4565
H 0.0885 0.0506 -0.3435

Computed properties:
Charge: +2
Expectation value of S²: 0.751
2S+1: 2
Frontier orbital gap (spin up / spin down): 8.5 / 7.7 eV

Summary of electronic energy in eV
-12480.1419; -8850.0347; -7332.7729; -53410.4711; -12482.5448; -3676.3412; -39169.0802; -63462.3257
(order as listed above)